[1]
{
  "formula": "C14H11AuBrCl2F6O2PSe",
  "method": "ωB97M-V/def2-TZVPD",
  "lumo_energy_ha": [-0.134, -0.277],
  "gap_ev": [8.59, 4.94],
  "de_lowest_ev": 0.000,
  "charge": 1,
  "fmax_ha_per_bohr": 0.0039,
  "homo_energy_ev": [-12.2, -12.5],
  "spin_multiplicity": 4,
  "symbols": ["Au", "Cl", "C", "Cl", "H", "H", "Se", "C", "C", "C", "C", "C", "C", "H", "H", "H", "H", "H", "Br", "C", "C", "C", "C", "C", "C", "C", "O", "O", "H", "H", "H", "H", "F", "P", "F", "F", "F", "F", "F"],
  "positions_angstrom": [[2.0466, 0.3244, 1.2768], [2.3023, -2.7492, 3.1009], [3.7800, -2.3179, 2.2713], [3.4045, -1.4721, 0.7314], [4.3258, -3.2119, 1.9928], [4.3745, -1.6433, 2.8743], [-1.8114, -0.8740, -0.5722], [-1.2402, -2.5685, -0.1389], [-0.5122, -3.3232, -1.0751], [-0.1039, -4.5918, -0.7232], [-0.3995, -5.0980, 0.5403], [-1.1054, -4.3387, 1.4710], [-1.5278, -3.0681, 1.1429], [-0.2637, -2.9004, -2.0385], [0.4556, -5.1886, -1.4302], [-0.0705, -6.0941, 0.8056], [-1.3212, -4.7425, 2.4506], [-2.0680, -2.4618, 1.8586], [0.2375, 5.9374, -2.1702], [-0.7350, 5.0241, -0.9258], [-2.0715, 5.4433, -0.6504], [-2.8022, 4.7414, 0.2609], [-2.2328, 3.6108, 0.8836], [-0.8981, 3.2243, 0.6352], [-0.1433, 3.9216, -0.2649], [-0.3537, 1.9502, 1.2514], [-1.1445, 1.0342, 1.4409], [0.9005, 2.0032, 1.4577], [-2.4769, 6.3000, -1.1698], [-3.8180, 5.0314, 0.4897], [-2.8172, 3.0028, 1.5627], [0.8699, 3.6181, -0.4862], [0.1819, 1.2042, -1.4554], [1.0647, 0.2225, -2.4417], [2.4169, 0.8918, -1.8881], [1.8645, -0.7974, -3.3664], [-0.3586, -0.4730, -2.8957], [0.9305, 1.2920, -3.6073], [1.1196, -0.8633, -1.1987]],
  "mulliken_charge": [0.436, -0.076, -0.394, -0.048, 0.316, 0.351, 0.547, 0.515, -0.223, -0.647, -0.383, -0.640, -0.412, 0.418, 0.423, 0.418, 0.423, 0.392, 0.076, 0.046, -0.353, -0.661, -0.234, 0.535, -0.182, 0.662, -0.656, -0.818, 0.450, 0.435, 0.491, 0.541, -0.209, 1.105, -0.372, -0.359, -0.366, -0.345, -0.203]
}

***

[2]
{
  "formula": "C5H6ClNO",
  "method": "ωB97M-V/def2-TZVPD",
  "smiles": "[O-][N+]#CCC/C=C/Cl",
  "lumo_energy_ha": 0.020,
  "gap_ev": 10.02,
  "de_lowest_ev": 4.467,
  "fmax_ha_per_bohr": 0.0670,
  "homo_energy_ev": -9.5,
  "symbols": ["O", "N", "C", "C", "C", "C", "C", "Cl", "H", "H", "H", "H", "H", "H"],
  "positions_angstrom": [[-3.4419, 0.7864, -0.9997], [-2.2557, 0.7653, -1.0376], [-1.1504, 0.4559, -0.8066], [0.2577, 0.7236, -0.7999], [1.0828, -0.4351, -0.5064], [1.1467, -0.5210, 0.9950], [-0.0785, -0.7693, 1.5068], [-0.3927, -0.5284, 3.1881], [0.6237, 1.6401, -0.2360], [0.4543, 0.9113, -1.8450], [2.0760, -0.3546, -0.9636], [0.5648, -1.2826, -0.9888], [2.0446, -0.2260, 1.5027], [-0.9313, -1.1657, 0.9910]],
  "mulliken_charge": [-0.662, 0.576, -0.074, -0.354, -0.651, -0.419, -0.177, -0.187, 0.296, 0.281, 0.338, 0.301, 0.378, 0.351]
}

***

[3]
{
  "formula": "C5H9NO",
  "method": "ωB97M-V/def2-TZVPD",
  "smiles": "C=NC[C@H](C)C=O",
  "lumo_energy_ha": 0.036,
  "gap_ev": 10.50,
  "de_lowest_ev": 1.762,
  "fmax_ha_per_bohr": 0.0097,
  "homo_energy_ev": -9.5,
  "symbols": ["C", "N", "C", "C", "C", "C", "O", "H", "H", "H", "H", "H", "H", "H", "H", "H"],
  "positions_angstrom": [[1.7516, -1.7691, 1.2696], [0.6890, -1.1018, 1.1289], [0.7195, 0.0779, 0.2826], [-0.5369, 0.1224, -0.5870], [-0.6905, 1.4787, -1.2865], [-1.7646, -0.1159, 0.2719], [-2.7491, -0.7015, -0.1072], [1.7448, -2.6494, 1.9141], [2.7025, -1.5098, 0.7816], [1.6278, 0.1411, -0.3404], [0.7183, 0.9535, 0.9477], [-0.5100, -0.6782, -1.3350], [-0.7928, 2.2874, -0.5516], [-1.5785, 1.4857, -1.9253], [0.1830, 1.7009, -1.9089], [-1.7235, 0.3404, 1.2857]],
  "mulliken_charge": [-0.305, -0.286, -0.877, 0.576, -1.437, -0.055, -0.487, 0.268, 0.226, 0.512, 0.265, 0.184, 0.356, 0.371, 0.358, 0.331]
}

***

[4]
{
  "formula": "C3H7OS",
  "method": "ωB97M-V/def2-TZVPD",
  "lumo_energy_ha": 0.147,
  "gap_ev": 6.64,
  "de_lowest_ev": 1.293,
  "charge": -1,
  "fmax_ha_per_bohr": 0.0467,
  "homo_energy_ev": -2.6,
  "symbols": ["O", "C", "H", "H", "C", "C", "S", "H", "H", "H", "H", "H"],
  "positions_angstrom": [[-0.7410, 3.4313, 1.8912], [-0.3382, 2.5833, 1.1256], [0.3159, 2.8933, 0.3026], [-0.5872, 1.5270, 1.2574], [0.6833, -1.9013, -0.5990], [-0.3563, -0.7316, -0.4432], [-0.1149, 0.5875, -1.6174], [1.1013, -2.3559, 0.3095], [0.2466, -2.7771, -1.0998], [1.4278, -1.5067, -1.2910], [-1.3031, -1.2787, -0.4763], [-0.3342, -0.4711, 0.6402]],
  "mulliken_charge": [-0.497, 0.136, 0.253, 0.070, -0.954, -0.402, -0.616, 0.278, 0.224, 0.231, 0.179, 0.098]
}

***

[5]
{
  "formula": "C5H14S",
  "method": "ωB97M-V/def2-TZVPD",
  "smiles": "CCSC.CC",
  "lumo_energy_ha": 0.036,
  "gap_ev": 9.36,
  "de_lowest_ev": 2.268,
  "fmax_ha_per_bohr": 0.0958,
  "homo_energy_ev": -8.4,
  "symbols": ["C", "C", "S", "C", "H", "H", "H", "H", "H", "H", "H", "H", "C", "C", "H", "H", "H", "H", "H", "H"],
  "positions_angstrom": [[1.2889, 0.1475, -0.8083], [1.5710, 1.5655, -0.4423], [3.0295, 1.5674, 0.6607], [2.1197, 1.3052, 2.1441], [0.4379, -0.0408, -1.4921], [1.1277, -0.6247, 0.0040], [1.9845, -0.3315, -1.6426], [1.8496, 2.1229, -1.2036], [0.6692, 2.0718, -0.1302], [1.9672, 0.1218, 2.0656], [2.6993, 1.2168, 2.9996], [1.2950, 1.9899, 2.3490], [-2.2999, -2.0294, -0.9204], [-2.7172, -0.7463, -0.2740], [-1.3456, -2.1241, -1.2754], [-2.4046, -2.8679, -0.1743], [-2.9531, -2.1320, -1.7571], [-2.6699, -0.7926, 0.8453], [-3.7910, -0.4552, -0.5750], [-1.8580, 0.0357, -0.3731]],
  "mulliken_charge": [-0.882, -0.551, -0.109, -0.843, 0.268, 0.257, 0.260, 0.460, 0.296, 0.199, 0.388, 0.258, -0.890, -0.514, 0.355, 0.237, 0.282, 0.229, 0.279, 0.022]
}

***

[6]
{
  "formula": "C5H10NO",
  "method": "ωB97M-V/def2-TZVPD",
  "smiles": "CC(CO)=[N+]1CC1",
  "lumo_energy_ha": -0.165,
  "gap_ev": 10.98,
  "de_lowest_ev": 3.394,
  "charge": 1,
  "fmax_ha_per_bohr": 0.1075,
  "homo_energy_ev": -15.5,
  "symbols": ["C", "C", "C", "O", "N", "C", "C", "H", "H", "H", "H", "H", "H", "H", "H", "H", "H"],
  "positions_angstrom": [[-0.3708, 1.9163, -0.0796], [-0.4701, 0.4296, -0.0519], [-1.7577, -0.2648, -0.0963], [-1.4557, -1.6430, -0.2998], [0.6754, -0.2083, 0.0799], [1.2603, -1.4325, 0.1549], [2.0993, -0.1941, -0.0109], [-0.6260, 2.3901, -1.0910], [0.6972, 2.2565, 0.2302], [-1.1984, 2.3646, 0.6390], [-2.2261, 0.0281, 0.8861], [-2.4318, 0.0195, -0.9599], [-1.8696, -1.9941, 0.4090], [1.1742, -2.1960, -0.6872], [1.4193, -1.8051, 1.2186], [2.5773, 0.2686, 0.7330], [2.5032, 0.0648, -1.0744]],
  "mulliken_charge": [-1.081, 0.560, -0.419, -0.448, 0.124, -0.289, -0.466, 0.308, 0.292, 0.336, 0.367, 0.327, 0.283, 0.252, 0.246, 0.365, 0.243]
}

***

[7]
{
  "formula": "C4H12",
  "method": "ωB97M-V/def2-TZVPD",
  "smiles": "CC.CC",
  "lumo_energy_ha": 0.042,
  "gap_ev": 12.66,
  "de_lowest_ev": 0.468,
  "fmax_ha_per_bohr": 0.0423,
  "homo_energy_ev": -11.5,
  "symbols": ["C", "C", "H", "H", "H", "H", "H", "H", "C", "C", "H", "H", "H", "H", "H", "H"],
  "positions_angstrom": [[1.9338, -0.1605, -0.9393], [1.1784, 0.8607, -1.8081], [2.8382, 0.2894, -0.5370], [1.3343, -0.5530, -0.1265], [2.3081, -0.9833, -1.5394], [1.4453, 1.9061, -1.6743], [0.1290, 0.8370, -1.4996], [1.1567, 0.5603, -2.8486], [-1.0291, 0.0111, 1.8410], [-1.9852, -0.6038, 0.8329], [-0.0471, 0.2405, 1.4473], [-1.3538, 0.8562, 2.4378], [-0.8767, -0.8493, 2.4888], [-2.9019, -0.8381, 1.4040], [-2.3970, 0.0297, 0.0451], [-1.7330, -1.6029, 0.4758]],
  "mulliken_charge": [-0.763, -0.691, 0.256, 0.160, 0.312, 0.290, 0.126, 0.294, -0.712, -0.955, 0.184, 0.331, 0.231, 0.344, 0.301, 0.293]
}

***

[8]
{
  "formula": "C2H3IO2",
  "method": "ωB97M-V/def2-TZVPD",
  "lumo_energy_ha": 0.025,
  "gap_ev": 8.75,
  "de_lowest_ev": 5.000,
  "fmax_ha_per_bohr": 0.0567,
  "homo_energy_ev": -8.1,
  "symbols": ["C", "C", "O", "O", "I", "H", "H", "H"],
  "positions_angstrom": [[-0.5995, 0.0250, 0.5663], [-0.8804, 0.0401, -1.3342], [-0.5613, 0.9713, -0.4588], [-0.7204, -0.9269, -0.4127], [-4.2993, 0.0159, 0.0472], [0.1355, -0.0797, 1.3125], [-3.4925, 0.1006, 1.3222], [-1.2282, 0.1134, -2.3952]],
  "mulliken_charge": [-0.281, 0.232, -0.267, -0.260, -0.100, 0.247, 0.097, 0.333]
}